Entry 1:
{"formula": "C38H39LaNO2P2Si", "method": "ωB97M-V/def2-TZVPD", "orbital_gap_ev": 7.7, "total_charge": 1, "species": ["C", "C", "C", "C", "C", "C", "C", "C", "C", "C", "C", "C", "C", "H", "H", "H", "H", "H", "H", "H", "N", "La", "C", "H", "H", "C", "H", "H", "P", "P", "C", "H", "H", "H", "C", "H", "H", "H", "C", "H", "H", "H", "C", "H", "H", "H", "C", "O", "H", "O", "Si", "C", "C", "C", "C", "C", "C", "C", "C", "C", "C", "C", "C", "C", "C", "C", "C", "C", "C", "H", "H", "H", "H", "H", "H", "H", "H", "H", "H", "H", "H", "H", "H", "H"], "coordinates": [[3.896, -2.921, -0.275], [3.392, -1.632, -0.112], [2.792, -1.014, -1.255], [2.830, -1.623, -2.507], [3.324, -2.917, -2.633], [3.842, -3.568, -1.513], [2.121, -0.925, -3.670], [2.029, 0.581, -3.458], [1.990, 1.059, -2.153], [1.950, 2.442, -1.881], [1.798, 3.313, -2.959], [1.710, 2.829, -4.268], [1.836, 1.461, -4.523], [4.339, -3.433, 0.584], [3.286, -3.402, -3.611], [4.221, -4.584, -1.607], [2.690, -1.118, -4.588], [1.742, 4.387, -2.767], [1.555, 3.522, -5.094], [1.788, 1.059, -5.538], [1.932, 0.116, -1.098], [0.354, -0.665, 0.053], [3.463, -0.918, 1.232], [3.540, 0.175, 1.096], [4.327, -1.271, 1.812], [2.087, 2.943, -0.460], [3.049, 2.622, -0.025], [2.024, 4.039, -0.429], [1.984, -1.245, 2.352], [0.795, 2.286, 0.680], [-0.684, 3.070, -0.063], [-1.589, 2.619, 0.361], [-0.668, 4.148, 0.152], [-0.692, 2.915, -1.149], [1.053, 3.358, 2.133], [1.007, 4.415, 1.833], [0.272, 3.156, 2.878], [2.033, 3.143, 2.582], [2.379, -2.902, 2.986], [3.176, -2.839, 3.740], [1.471, -3.309, 3.455], [2.683, -3.580, 2.179], [2.338, -0.194, 3.795], [1.429, -0.127, 4.409], [3.146, -0.636, 4.395], [2.617, 0.820, 3.480], [0.757, -1.401, -3.765], [-0.052, -1.517, -2.857], [0.791, -1.562, -4.847], [-1.549, 0.084, 0.916], [-2.872, -0.125, 1.838], [-2.498, 0.136, 3.649], [-1.359, 0.847, 4.040], [-1.076, 1.033, 5.398], [-1.923, 0.492, 6.374], [-3.053, -0.234, 5.987], [-3.338, -0.415, 4.626], [-4.167, 1.075, 1.271], [-4.912, 1.825, 2.189], [-5.876, 2.734, 1.735], [-6.083, 2.913, 0.363], [-5.318, 2.185, -0.555], [-4.355, 1.275, -0.105], [-3.449, -1.889, 1.657], [-2.576, -2.921, 2.031], [-2.954, -4.256, 1.847], [-4.203, -4.564, 1.294], [-5.073, -3.532, 0.923], [-4.695, -2.195, 1.103], [-0.682, 1.250, 3.282], [-0.193, 1.604, 5.695], [-1.697, 0.635, 7.432], [-3.719, -0.663, 6.737], [-4.214, -0.997, 4.329], [-4.737, 1.697, 3.259], [-6.461, 3.302, 2.460], [-6.834, 3.621, 0.011], [-5.466, 2.322, -1.628], [-3.750, 0.723, -0.828], [-1.603, -2.688, 2.479], [-2.269, -5.056, 2.137], [-4.497, -5.606, 1.154], [-6.048, -3.763, 0.491], [-5.375, -1.388, 0.816]]}



Entry 2:
{"formula": "C21H38F3IInN4O", "method": "ωB97M-V/def2-TZVPD", "orbital_gap_ev": 6.4, "total_charge": -1, "species": ["C", "C", "O", "C", "C", "In", "I", "C", "N", "C", "C", "C", "F", "C", "F", "F", "H", "H", "H", "H", "H", "H", "H", "H", "H", "H", "H", "H", "H", "H", "H", "H", "H", "C", "C", "C", "C", "N", "H", "H", "H", "H", "H", "H", "H", "C", "C", "C", "C", "N", "H", "H", "H", "H", "H", "H", "H", "C", "C", "C", "C", "N", "H", "H", "H", "H", "H", "H", "H"], "coordinates": [[0.345, 1.005, 1.955], [0.843, 0.135, 0.782], [-0.099, 0.110, -0.271], [-0.757, -1.155, -0.433], [-1.428, -1.718, 0.821], [-3.440, -2.598, 0.458], [-3.309, -5.101, -0.797], [-4.302, -2.915, 2.485], [-3.184, -3.408, 3.326], [-4.661, -1.112, -0.701], [-4.999, 0.042, 0.275], [-4.693, 1.333, -0.387], [-3.379, 1.690, -0.387], [-5.608, 2.112, -1.006], [-6.632, 2.662, -0.345], [-5.702, 2.393, -2.303], [-0.615, 1.433, 1.666], [1.051, 1.786, 2.232], [0.124, 0.369, 2.816], [1.098, -0.867, 1.130], [1.770, 0.592, 0.416], [-0.071, -1.913, -0.829], [-1.521, -0.965, -1.191], [-1.546, -0.977, 1.614], [-0.814, -2.529, 1.221], [-4.623, -1.928, 2.844], [-5.123, -3.628, 2.488], [-2.547, -2.656, 3.552], [-3.509, -3.769, 4.214], [-4.045, -0.766, -1.533], [-5.569, -1.577, -1.083], [-4.439, -0.056, 1.213], [-6.066, 0.027, 0.506], [1.502, 1.626, -5.596], [0.643, 0.956, -4.528], [1.062, 1.326, -3.101], [2.441, 0.916, -2.841], [3.527, 0.599, -2.638], [2.545, 1.314, -5.525], [1.152, 1.361, -6.594], [1.466, 2.714, -5.505], [0.693, -0.127, -4.650], [-0.400, 1.246, -4.667], [0.419, 0.839, -2.365], [0.989, 2.405, -2.947], [0.341, -1.910, 5.714], [0.052, -2.034, 7.206], [-0.695, -3.326, 7.560], [-1.986, -3.387, 6.877], [-2.978, -3.436, 6.301], [-0.579, -1.871, 5.131], [0.898, -0.996, 5.507], [0.934, -2.753, 5.356], [-0.535, -1.174, 7.535], [0.991, -2.012, 7.763], [-0.871, -3.386, 8.635], [-0.109, -4.198, 7.266], [5.754, 2.590, -3.482], [7.022, 3.114, -4.148], [6.737, 4.133, -5.258], [5.931, 3.550, -6.332], [5.300, 3.092, -7.176], [5.121, 2.055, -4.188], [5.997, 1.895, -2.682], [5.171, 3.408, -3.053], [7.588, 2.277, -4.560], [7.657, 3.590, -3.398], [7.670, 4.493, -5.695], [6.200, 4.993, -4.855]]}



Entry 3:
{"formula": "C4H9NO2", "method": "ωB97M-V/def2-TZVPD", "orbital_gap_ev": 10.6, "smiles": "C/N=C/CO.C=O", "species": ["C", "N", "C", "C", "O", "H", "H", "H", "H", "H", "H", "H", "C", "O", "H", "H"], "coordinates": [[2.102, -0.201, -1.161], [0.724, -0.151, -0.736], [0.354, -0.121, 0.471], [-1.023, -0.834, 0.739], [-1.475, -1.350, -0.470], [2.268, -1.254, -1.425], [2.274, 0.381, -2.070], [2.836, 0.082, -0.396], [0.988, 0.094, 1.339], [-0.721, -1.587, 1.479], [-1.902, -0.359, 1.220], [-0.730, -1.123, -1.076], [-1.431, 1.606, 0.512], [-0.361, 2.007, 0.912], [-2.336, 1.704, 1.129], [-1.568, 1.105, -0.467]]}



Entry 4:
{"formula": "C4H3NOS2", "method": "ωB97M-V/def2-TZVPD", "orbital_gap_ev": 7.8, "species": ["C", "C", "C", "C", "H", "H", "H", "N", "O", "S", "S"], "coordinates": [[-0.381, -0.565, -0.198], [0.929, -1.147, -0.105], [0.547, 1.645, 0.215], [-0.631, 0.772, 0.011], [-2.667, -1.452, 0.209], [1.082, -2.139, 0.183], [-1.584, 1.162, 0.034], [1.942, -0.481, 0.085], [1.758, 0.930, 0.287], [-1.390, -2.019, -0.767], [0.396, 3.295, 0.044]]}



Entry 5:
{"formula": "C25H45N2P3SSeTl", "method": "ωB97M-V/def2-TZVPD", "orbital_gap_ev": [4.7, 2.7], "total_charge": 3, "species": ["Tl", "P", "P", "P", "H", "C", "C", "H", "C", "C", "C", "C", "C", "C", "C", "C", "C", "H", "H", "H", "H", "H", "H", "H", "H", "H", "H", "H", "H", "H", "H", "H", "H", "H", "H", "H", "H", "H", "H", "H", "H", "H", "H", "H", "H", "H", "C", "C", "C", "C", "C", "C", "S", "H", "H", "H", "H", "H", "H", "C", "N", "C", "Se", "N", "C", "C", "C", "C", "C", "C", "H", "H", "H", "H", "H", "H", "H", "H"], "coordinates": [[0.654, -3.708, -2.818], [1.618, 2.037, 0.552], [-1.638, 1.153, 1.616], [-1.428, 2.494, -2.112], [0.409, -4.893, -7.301], [0.597, -3.947, -7.815], [1.814, -3.392, -7.861], [2.675, -3.845, -7.361], [3.079, 0.994, 0.980], [1.602, 3.101, 2.059], [2.504, 3.173, -0.601], [-3.216, 0.248, 1.337], [-1.298, 0.484, 3.302], [-2.333, 2.785, 2.121], [-0.998, 2.801, -3.830], [-1.042, 4.006, -1.226], [-3.186, 2.143, -1.955], [-0.251, -3.497, -8.347], [2.002, -2.461, -8.409], [3.173, 0.204, 0.226], [2.920, 0.509, 1.952], [3.989, 1.612, 1.012], [1.326, 2.499, 2.935], [0.864, 3.904, 1.931], [2.600, 3.539, 2.210], [2.911, 2.607, -1.447], [3.319, 3.669, -0.057], [1.816, 3.930, -0.991], [-3.933, 0.470, 2.140], [-2.999, -0.827, 1.322], [-3.652, 0.529, 0.370], [-2.061, 0.847, 4.008], [-0.305, 0.809, 3.634], [-1.310, -0.612, 3.259], [-2.996, 2.650, 2.989], [-2.901, 3.236, 1.297], [-1.511, 3.459, 2.396], [-1.523, 3.708, -4.170], [-1.291, 1.950, -4.458], [0.087, 2.953, -3.896], [-1.700, 4.804, -1.611], [-0.004, 4.295, -1.421], [-1.205, 3.894, -0.143], [-3.761, 2.720, -2.696], [-3.560, 2.402, -0.952], [-3.372, 1.075, -2.136], [0.559, -0.499, -3.475], [-0.820, -0.844, -3.481], [-1.303, -1.848, -4.307], [-0.410, -2.577, -5.110], [0.949, -2.206, -5.137], [1.407, -1.111, -4.428], [1.216, 0.669, -2.442], [-0.708, 1.310, -1.620], [-1.511, -0.229, -2.898], [-2.377, -2.042, -4.363], [-0.763, -3.406, -5.725], [1.647, -2.758, -5.752], [2.409, -0.718, -4.575], [-0.318, -3.975, 3.198], [0.667, -3.037, 3.690], [1.256, -2.082, 2.891], [0.883, -1.834, 1.113], [1.962, -1.286, 3.767], [1.642, -1.592, 5.091], [1.757, -0.816, 6.236], [1.002, -1.202, 7.353], [0.168, -2.336, 7.307], [0.077, -3.110, 6.145], [0.828, -2.713, 5.042], [0.073, -4.466, 2.302], [-1.263, -3.477, 2.948], [-0.483, -4.703, 3.996], [2.468, -0.455, 3.476], [2.397, 0.063, 6.194], [1.050, -0.617, 8.277], [-0.405, -2.617, 8.189], [-0.542, -3.996, 6.065]]}



Entry 6:
{"formula": "C29H44BrEuN3P2", "method": "ωB97M-V/def2-TZVPD", "orbital_gap_ev": [4.6, 2.6], "multiplicity": 8, "s2": 15.77, "total_charge": 2, "species": ["C", "C", "C", "C", "N", "C", "C", "C", "C", "C", "C", "C", "C", "C", "Eu", "P", "H", "H", "H", "H", "H", "H", "H", "H", "C", "C", "H", "H", "H", "H", "H", "C", "C", "H", "H", "H", "H", "H", "C", "C", "H", "H", "H", "H", "H", "Br", "P", "C", "C", "H", "H", "H", "H", "H", "C", "C", "H", "H", "H", "H", "H", "C", "C", "H", "H", "H", "H", "H", "C", "N", "C", "C", "N", "C", "H", "H", "H", "H", "H", "H"], "coordinates": [[1.008, -4.140, -1.440], [1.745, -2.944, -1.588], [2.007, -2.496, -2.898], [1.607, -3.289, -3.981], [0.922, -4.422, -3.817], [0.649, -4.863, -2.587], [2.202, -2.197, -0.463], [2.674, -1.614, 0.517], [3.311, -1.139, 1.703], [2.742, -0.144, 2.540], [3.409, 0.326, 3.674], [4.658, -0.213, 3.976], [5.249, -1.218, 3.188], [4.563, -1.688, 2.077], [0.004, -0.723, 1.183], [-1.897, -0.816, -1.275], [2.522, -1.554, -3.070], [0.726, -4.505, -0.453], [1.839, -2.979, -5.006], [0.114, -5.816, -2.501], [4.988, -2.492, 1.466], [1.777, 0.355, 2.313], [6.230, -1.615, 3.448], [2.945, 1.105, 4.279], [-3.463, 0.180, -1.247], [-4.263, 0.338, -2.537], [-3.150, 1.169, -0.875], [-4.093, -0.274, -0.467], [-5.110, 1.006, -2.328], [-3.685, 0.791, -3.353], [-4.689, -0.608, -2.899], [-1.310, -0.612, -3.020], [-1.882, -1.513, -4.106], [-0.221, -0.760, -2.952], [-1.472, 0.444, -3.285], [-1.414, -1.235, -5.060], [-1.659, -2.576, -3.942], [-2.965, -1.395, -4.242], [-2.484, -2.564, -1.222], [-3.843, -2.891, -1.829], [-2.480, -2.825, -0.150], [-1.696, -3.169, -1.692], [-4.038, -3.958, -1.661], [-4.661, -2.327, -1.365], [-3.875, -2.730, -2.914], [5.585, 0.479, 5.501], [0.607, 2.018, -0.198], [-0.169, 2.774, -1.687], [-0.162, 4.295, -1.793], [-1.209, 2.403, -1.686], [0.323, 2.331, -2.566], [-0.732, 4.569, -2.691], [-0.645, 4.777, -0.933], [0.848, 4.710, -1.912], [0.382, 3.265, 1.151], [1.401, 4.395, 1.264], [0.368, 2.676, 2.087], [-0.634, 3.678, 1.034], [1.154, 4.973, 2.165], [2.431, 4.030, 1.377], [1.362, 5.090, 0.413], [2.419, 1.961, -0.539], [2.993, 3.022, -1.470], [2.593, 0.953, -0.949], [2.934, 1.986, 0.432], [4.058, 2.791, -1.613], [2.513, 3.017, -2.458], [2.934, 4.034, -1.044], [-1.791, -0.610, 6.201], [-1.962, -0.080, 4.849], [-3.014, 0.712, 4.396], [-2.782, 0.957, 3.072], [-1.597, 0.314, 2.704], [-1.123, -0.292, 3.812], [-1.727, 0.208, 6.934], [-2.631, -1.263, 6.482], [-0.861, -1.191, 6.211], [-3.820, 1.000, 5.047], [-3.379, 1.514, 2.368], [-0.208, -0.904, 3.898]]}